Molecular formula: C4H6N2O
Method: DFT, ωB97M-V with the def2-TZVPD basis set

```
13
Properties=species:S:1:pos:R:3
N -0.021 -1.859 -0.960
C 0.097 -0.652 -0.238
N 1.208 -0.396 0.528
C 1.105 0.840 1.105
C -0.092 1.394 0.720
C -0.724 0.445 -0.132
O -1.946 0.534 -0.759
H -0.485 -1.674 -1.844
H -0.606 -2.525 -0.463
H 2.001 -1.015 0.566
H 1.884 1.225 1.747
H -0.486 2.353 1.032
H -1.936 1.330 -1.303
```

The energy comes out at -340.75973 Eh. Its energy above the lowest of the compared OMol25 structures with the same formula, charge and spin is 22.1 kcal/mol. Its net charge is 0. As for the structure (SMILES): Nc1[nH]ccc1O. The orbital gap is 0.320 hartree.